The following is a DFT calculation (ωB97M-V with the def2-TZVPD basis set) of a 10-piece molecular cluster, C38H60O18 overall.

XYZ file:
```
116
Properties=species:S:1:pos:R:3:forces:R:3
O 7.9133 2.4612 -1.4169 -3.60 1.64 -0.01
C 6.7944 3.0115 -1.4884 4.70 -2.46 -0.62
O 6.1752 3.1040 -2.7003 1.57 -1.09 0.44
C 5.0272 3.8467 -2.5542 -1.09 0.76 -1.74
C 4.6347 3.7846 -1.1127 -0.13 1.21 -0.07
C 5.9933 3.6107 -0.3834 -1.19 0.07 -0.54
H 4.2881 3.5582 -3.3017 -0.33 -0.84 0.30
H 5.1945 4.8531 -2.9380 0.48 0.48 0.60
H 3.9627 2.9491 -0.9168 -0.04 0.45 0.17
H 4.1708 4.7707 -1.0944 -0.51 -0.22 1.54
H 5.9213 2.9306 0.4653 0.23 0.13 -0.05
H 6.4866 4.5328 -0.0759 -0.18 0.05 0.06
O 3.0444 -3.7601 4.5425 -0.33 0.05 -0.15
C 2.1358 -3.9770 3.7941 0.50 0.24 0.33
O 2.1922 -3.5464 2.4941 1.08 -0.31 0.16
C 1.0317 -3.8571 1.7429 -1.27 0.54 2.43
C 0.0365 -4.3726 2.8317 -0.80 -0.08 -1.11
C 0.8714 -4.7818 4.0134 0.58 -0.34 -0.48
H 1.1518 -4.6626 1.0184 0.52 0.58 -0.37
H 0.6737 -2.8648 1.4685 -0.08 -0.42 -1.24
H -0.5180 -5.1564 2.3155 -0.32 -0.20 0.63
H -0.6581 -3.5884 3.1328 0.00 0.01 -0.15
H 1.2631 -5.7960 3.9352 -0.23 -0.34 -0.05
H 0.3860 -4.7128 4.9869 0.32 0.38 -0.10
O -2.5803 -0.9638 -2.2986 1.49 -1.52 -1.51
C -2.0410 -1.6078 -3.2032 0.20 1.64 2.48
O -2.6973 -1.8994 -4.2959 -2.66 0.78 0.52
C -1.9488 -2.4718 -5.3023 2.09 -0.12 0.00
C -0.5235 -2.0171 -4.8954 1.31 -0.82 -0.65
C -0.5584 -2.1155 -3.3556 -2.18 0.62 -0.39
H -2.2992 -2.1072 -6.2679 0.11 -0.16 0.12
H -2.0364 -3.5513 -5.1793 0.01 -0.17 -0.55
H -0.2517 -1.0241 -5.2533 -0.60 0.31 0.23
H 0.2353 -2.6411 -5.3676 -0.01 -0.36 0.16
H 0.1052 -1.5299 -2.7193 0.02 0.07 -0.36
H -0.5919 -3.1435 -2.9946 0.28 -0.18 -0.11
O 5.5591 1.3724 5.3201 -1.38 -0.61 -1.38
C 4.8810 0.7559 4.5253 1.01 -1.42 1.38
O 3.6410 0.2506 4.8172 -0.27 1.61 2.02
C 2.8486 -0.1647 3.7100 3.37 -0.67 -0.16
C 4.0099 -0.6296 2.8020 0.87 -0.18 -1.24
C 5.2836 0.1534 3.1756 -1.41 1.81 0.12
H 2.3712 0.7249 3.2992 -0.72 -0.52 0.04
H 2.3151 -1.0627 4.0215 -0.72 0.70 -0.09
H 3.7059 -0.4571 1.7695 0.18 -0.40 -0.19
H 4.3666 -1.6447 2.9767 -1.14 -0.40 -0.13
H 5.3907 1.0613 2.5821 0.40 -0.07 -0.53
H 6.2203 -0.4037 3.1941 -0.22 0.12 0.18
O -3.6696 4.6752 -1.1945 -0.13 -0.75 0.69
C -2.7616 4.8223 -0.4314 0.23 2.05 -1.97
O -1.7721 5.7324 -0.8516 -0.65 -0.90 0.50
C -0.6981 5.7733 0.0447 0.47 -0.26 1.40
C -1.0137 4.7642 1.1968 -0.05 0.00 0.06
C -2.4858 4.2840 0.9368 1.51 0.10 -0.64
H -0.5192 6.7722 0.4427 -0.32 0.17 -0.21
H 0.2259 5.4598 -0.4413 -0.06 0.05 -0.30
H -0.8374 5.1407 2.2044 -0.44 0.49 -0.13
H -0.2215 4.0179 1.1373 -0.56 -0.70 -0.18
H -3.2454 4.7085 1.5932 0.19 -0.26 0.20
H -2.5742 3.2042 0.8175 -0.20 0.02 0.57
O -1.0444 1.5304 -5.4979 -1.24 0.63 -0.21
C -2.0935 1.9697 -5.0828 -1.42 -0.04 2.05
O -3.1891 2.3431 -5.8095 1.02 -0.48 -2.13
C -4.3601 2.7678 -5.0981 0.74 0.24 0.66
C -4.0526 2.3129 -3.7032 0.25 -0.58 1.09
C -2.5329 2.1255 -3.5716 0.20 0.74 -1.63
H -5.2998 2.2783 -5.3539 0.46 -0.27 -1.00
H -4.5372 3.8350 -5.2318 0.51 0.08 -0.02
H -4.4786 1.3097 -3.6933 -0.28 0.08 0.89
H -4.4711 3.0239 -2.9908 -0.05 -0.56 0.33
H -2.1582 1.2705 -3.0089 -0.38 0.10 0.06
H -2.0875 3.0463 -3.1951 0.26 0.03 0.07
O -5.6164 -1.5026 1.7595 0.10 1.27 0.43
C -5.1693 -2.2819 0.9788 0.19 -0.16 -0.02
O -5.8278 -3.4166 0.7919 -0.79 -2.82 -0.95
C -5.1280 -4.4386 -0.0092 1.25 1.78 -0.70
C -4.0757 -3.5180 -0.8046 -0.54 0.46 2.51
C -3.8592 -2.3193 0.2600 0.00 -0.90 -1.05
H -5.7602 -4.9771 -0.7153 -0.60 0.64 0.14
H -4.7366 -5.2407 0.6166 0.38 0.50 0.44
H -4.6492 -3.1471 -1.6541 0.47 0.19 -0.12
H -3.1298 -3.9781 -1.0904 -0.27 -0.17 -0.08
H -3.4636 -1.3828 -0.1332 -0.64 -0.05 -0.27
H -3.1958 -2.5134 1.1028 0.52 -0.74 -0.15
O -2.1811 -0.1056 3.2234 0.09 -0.96 -0.03
C -2.7799 -0.8386 3.9645 -0.56 0.69 -0.33
O -2.4840 -2.1850 4.1264 0.88 0.98 0.17
C -3.1658 -2.7186 5.2698 -2.07 0.09 -0.80
C -4.2927 -1.7196 5.4655 -2.70 -0.09 2.13
C -3.9124 -0.4058 4.9156 2.51 0.16 -0.45
H -2.6513 -2.8528 6.2214 1.00 0.38 -0.49
H -3.5775 -3.6890 4.9923 0.21 -0.04 -0.10
H -4.5573 -1.6694 6.5217 0.29 0.13 0.26
H -5.2895 -1.8964 5.0613 0.31 -1.10 -0.65
H -3.3200 0.1999 5.6014 -0.16 0.19 0.45
H -4.6800 0.2511 4.5065 0.16 -0.45 -0.35
C 4.2190 -1.5599 -1.0417 0.40 0.80 1.32
C 4.1726 -0.4111 -2.0133 -0.04 0.90 -0.44
O 4.3041 0.7457 -1.6268 0.14 -1.78 -0.49
C 3.7761 -0.6109 -3.4842 0.62 0.17 -0.56
H 4.5954 -1.2106 -0.0803 0.03 0.28 -0.01
H 4.8183 -2.4438 -1.2598 -0.43 0.11 -0.91
H 3.1554 -1.6971 -0.8468 -0.34 -0.55 -0.12
H 2.7268 -0.8978 -3.5516 -0.04 -0.13 0.35
H 4.4093 -1.3877 -3.9130 -0.05 -0.36 0.38
H 3.9439 0.2446 -4.1386 -0.09 0.37 0.55
C 1.3063 1.3257 -1.1033 -1.03 1.48 -0.23
C 0.6948 0.6839 0.1034 -1.06 -0.73 0.07
O 1.3606 -0.1516 0.6512 0.69 -1.05 0.85
C -0.7178 1.0493 0.5245 0.15 1.22 -0.43
H 0.6025 2.0395 -1.5315 0.04 -0.06 -0.34
H 1.5288 0.5744 -1.8610 0.22 0.07 0.13
H 2.1475 1.9380 -0.7785 0.27 -0.40 -0.15
H -1.4484 0.3347 0.9036 0.63 -0.61 -0.28
H -1.1257 1.6259 -0.3057 -0.43 -0.17 0.01
H -0.6663 1.7665 1.3437 0.33 0.13 0.21
```
Positions in Å, forces in eV/Å.

Properties
Spin multiplicity: 2
Highest occupied orbital energy (spin up / spin down): -11.810 / -11.810 eV
Expectation value of S²: 0.757
E: -77222.3757 eV
Total charge: +1
Kohn-Sham gap (spin up / spin down): 6.588 / 2.793 eV

Atom charges from the Mulliken analysis, given in e for atoms 1 to 6:
1. O -0.6098
2. C 0.4974
3. O -0.3719
4. C -0.6641
5. C 0.5797
6. C -0.1645

The following is a DFT calculation (ωB97M-V with the def2-TZVPD basis set) of a 11-piece molecular cluster, C26H37N11 overall.

XYZ file:
```
74
Properties=species:S:1:pos:R:3:forces:R:3
C 1.4762 2.5619 1.1486 0.53 -0.50 -0.46
C 2.1792 1.4174 1.8091 -0.71 0.05 -0.04
N 2.6398 0.4999 2.3412 -0.51 0.99 -0.33
H 0.5289 2.8447 1.6079 0.37 0.00 0.52
H 1.1828 2.3166 0.1279 0.25 -0.46 0.01
H 2.1635 3.3983 1.0219 -0.10 0.06 0.38
C -3.6882 4.8043 1.0885 0.54 -0.72 -0.71
C -2.5705 4.0323 0.4710 0.31 0.08 0.23
N -1.7436 3.3947 -0.0282 -0.76 0.45 0.55
H -4.2376 5.1918 0.2305 -0.29 0.14 0.24
H -3.3876 5.5975 1.7731 0.29 -0.11 -0.27
H -4.3038 4.0901 1.6353 -0.19 0.13 -0.08
C -1.0123 -4.6791 4.5369 -0.85 0.33 -0.44
C -0.6279 -4.2667 3.1739 0.90 0.25 -0.68
N -0.3680 -3.9028 2.1033 -0.50 -0.37 1.53
H -1.6742 -5.5386 4.4309 0.17 -0.14 0.19
H -1.6339 -3.8658 4.9115 -0.10 0.01 0.17
H -0.2489 -4.8561 5.2946 0.33 -0.07 -0.63
C 5.2574 -1.3017 2.7460 1.14 0.71 0.79
C 4.7549 -1.2436 1.4039 -0.56 -0.52 -0.85
N 4.2808 -1.2378 0.3562 0.32 0.03 0.14
H 6.3413 -1.1894 2.7739 0.16 -0.23 -0.41
H 5.0446 -2.2256 3.2838 -0.43 0.20 -0.17
H 4.9425 -0.3931 3.2591 -0.54 -0.32 0.24
C -2.8348 3.0964 -3.7812 -0.43 -0.95 0.18
C -3.9720 3.4690 -2.9070 -0.96 1.06 0.82
N -4.8506 3.7673 -2.1978 1.86 -0.70 -1.35
H -2.4217 2.1926 -3.3334 0.27 0.04 0.06
H -2.0271 3.8131 -3.9300 -0.44 0.30 0.41
H -3.1801 2.7622 -4.7596 -0.26 0.27 0.00
C 2.8466 -2.6552 -2.6522 0.52 1.37 -0.78
C 2.2874 -3.9174 -2.2892 -0.02 0.17 0.58
N 1.8203 -4.9056 -1.9610 -0.31 -0.73 0.16
H 3.2976 -2.0389 -1.8744 0.01 -0.81 0.55
H 2.0810 -1.9837 -3.0408 -0.23 -0.31 -0.32
H 3.6156 -2.7966 -3.4117 -0.06 0.00 -0.12
C -3.7347 -3.6870 1.2551 -0.22 -0.33 -0.52
C -3.0486 -4.2469 0.0699 1.20 -0.46 -0.76
N -2.4365 -4.6635 -0.8288 -1.21 0.79 1.53
H -4.1533 -4.4849 1.8684 0.02 -0.07 -0.12
H -4.5616 -3.0707 0.9023 0.01 0.09 0.14
H -3.0639 -3.1065 1.8885 0.13 0.02 -0.26
C 1.4787 2.9937 -4.7857 0.68 -1.10 -0.62
C 2.8295 3.4072 -5.2338 0.44 0.92 0.28
N 3.8997 3.6920 -5.5728 -1.27 -0.43 0.35
H 1.4687 2.6519 -3.7507 0.19 0.42 0.08
H 1.3560 2.0854 -5.3756 -0.53 -0.18 -0.03
H 0.6273 3.6382 -5.0042 0.53 0.34 -0.02
C 4.2866 0.1959 -2.8395 -0.84 -0.08 0.28
C 4.0245 1.3755 -2.0392 0.34 1.70 0.16
N 3.8321 2.3331 -1.4209 -0.10 -0.89 -0.37
H 4.7878 -0.4844 -2.1510 0.13 -0.31 -0.49
H 4.7612 0.3460 -3.8092 0.41 0.34 0.42
H 3.2838 -0.1594 -3.0767 0.09 -0.45 0.03
N -1.9878 0.2553 2.1039 -0.15 0.28 1.37
C -2.9408 1.1417 2.5269 1.00 0.01 -2.42
C -3.1674 0.9737 3.8600 -0.61 -1.82 2.74
C -2.4036 -0.1311 4.2798 -1.06 1.69 0.34
C -1.5942 -0.4777 3.1851 0.42 -0.04 -1.77
H -1.6343 0.2643 1.1578 0.57 -0.41 -0.65
H -3.3512 1.8178 1.7915 -0.13 0.07 0.17
H -3.9553 1.4483 4.4260 0.23 0.14 0.03
H -2.4180 -0.6255 5.2399 0.10 0.18 -0.04
H -0.7588 -1.1593 3.1219 -0.03 -0.15 -0.10
N -0.4361 -1.8108 -0.1167 -0.84 -0.53 -0.44
C -1.4681 -1.1081 -0.6949 -0.05 0.35 1.62
C -0.9212 0.0604 -1.1896 -1.53 -0.76 -0.56
C 0.4591 -0.1084 -1.1519 1.01 1.04 0.16
C 0.7482 -1.2422 -0.4242 0.41 0.08 -0.53
H -0.5493 -2.6952 0.3578 0.20 -0.18 -0.13
H -2.4789 -1.4406 -0.5106 -0.04 0.11 -0.27
H -1.4804 0.8975 -1.5808 0.13 -0.12 -0.21
H 1.0730 0.6260 -1.6521 0.65 -0.26 0.41
H 1.6700 -1.7532 -0.1881 0.02 0.30 0.09
```
Positions in Å, forces in eV/Å.

Properties
Spin multiplicity: 2
Highest occupied orbital energy (spin up / spin down): -10.958 / -10.959 eV
Expectation value of S²: 0.762
E: -43941.5765 eV
Total charge: +1
Kohn-Sham gap (spin up / spin down): 7.894 / 3.537 eV

Atom charges from the Mulliken analysis, given in e for atoms 1 to 6:
1. C -0.6682
2. C 0.4195
3. N -0.4731
4. H 0.2983
5. H 0.0064
6. H 0.4301

The following is a DFT calculation (ωB97M-V with the def2-TZVPD basis set) of a 2-piece molecular cluster, H2 overall.

XYZ file:
```
2
Properties=species:S:1:pos:R:3:forces:R:3
H 0.0000 0.0000 0.4334 0.00 0.00 -3.16
H 0.0000 0.0000 -0.4334 0.00 0.00 3.16
```
Positions in Å, forces in eV/Å.

Properties
Highest occupied orbital energy: -13.775 eV
Relative energy (zero: lowest compared OMol25 entry of this formula, charge and spin): 5.20 kcal per mole
E: -31.3636 eV
Kohn-Sham gap: 16.037 eV

Electronic structure analysis, Mulliken charges in units of e:
1. H 0.0000
2. H 0.0000

Which of these has the highest E?
H2